1.
Entry from the Open Molecules 2025 dataset: a 2-piece molecular cluster, C10H14IS overall (the ωB97M-V functional and the def2-TZVPD basis).

Frontier orbital gap (eV): 5.2
Calculated total energy (Ha): -1085.2923
LUMO energy (eV): 2.759
Net charge: -1
HOMO (eV): -2.451

Positions of all 26 atoms, in Å:
C  0.89192  -0.39498  0.98017
C  0.75161  1.10118  1.25017
S  1.59603  1.75588  2.72654
C  3.22262  0.95881  2.65505
C  3.90478  1.22433  1.32094
I  6.08171  1.04350  1.72099
H  0.92169  -0.58019  -0.09427
H  1.81918  -0.79356  1.38005
H  0.04373  -0.94889  1.38916
H  -0.29762  1.34547  1.44083
H  1.06366  1.68286  0.38401
H  3.70770  1.35843  3.56006
H  3.07375  -0.10890  2.84776
H  3.84587  2.30997  1.16158
C  -3.26556  -1.46218  -0.88505
C  -3.35988  -1.91940  -2.19253
C  -2.64995  -1.28393  -3.20169
C  -1.84543  -0.19250  -2.90326
C  -1.75321  0.26625  -1.59693
C  -2.46524  -0.36821  -0.58900
H  -3.81126  -1.96259  -0.09506
H  -3.98092  -2.77588  -2.42372
H  -2.71769  -1.64399  -4.22070
H  -1.28197  0.29610  -3.68791
H  -1.11511  1.10727  -1.35780
H  -2.38039  -0.01485  0.43062

---

2.
Entry from the Open Molecules 2025 dataset: C10H14MnN2P as an isolated structure (the ωB97M-V functional and the def2-TZVPD basis).

⟨S²⟩: 6.10
Frontier orbital gap (spin up / spin down) (eV): 5.9 / 5.6
Calculated total energy (Ha): -1991.1610
LUMO energy (spin up / spin down) (eV): 0.450 / 0.373
Spin multiplicity: 5
HOMO (spin up / spin down) (eV): -5.475 / -5.276

Positions of all 28 atoms, in Å:
C  -0.67627  -1.83991  -0.96725
C  0.55881  -2.30166  -0.34510
C  0.55491  -2.08084  1.03188
C  -0.55697  -1.25879  1.34274
C  -1.48652  -1.30890  0.18191
Mn  0.05088  0.00522  -0.10713
P  -1.59413  1.11367  -1.50541
H  -0.85026  -1.83458  -2.05143
H  1.38811  -2.74093  -0.89761
H  1.28393  -2.48626  1.70674
H  -2.49950  -0.90915  0.35815
H  -0.67349  -0.67298  2.29266
H  -2.55393  2.03377  -1.05684
H  -2.49940  0.42850  -2.38801
H  -0.75461  1.82812  -2.39353
N  -0.33253  3.52691  0.83123
C  0.79175  2.92543  1.31995
C  1.74624  3.77468  1.94122
C  2.93599  3.26128  2.43255
C  3.10796  1.89226  2.28828
C  2.20461  1.13893  1.55653
N  0.97375  1.56869  1.16040
H  -1.10194  2.92461  0.47366
H  -0.44106  4.50482  0.95720
H  1.54912  4.83973  1.97730
H  3.71661  3.90249  2.82772
H  3.99621  1.42379  2.67686
H  2.44280  0.10690  1.32553

---

3.
Entry from the Open Molecules 2025 dataset: one molecule with the formula C10H14N2O3S (the ωB97M-V functional and the def2-TZVPD basis).

Frontier orbital gap (eV): 9.0
Calculated total energy (Ha): -1122.8972
LUMO energy (eV): 0.435
HOMO (eV): -8.534

Positions of all 30 atoms, in Å:
C  -1.96133  -2.50968  0.22095
C  -2.28129  -1.05311  0.16826
N  -3.59583  -0.73577  -0.04321
C  -4.06184  0.54176  -0.11333
S  -5.65078  0.86168  -0.36982
N  -3.11689  1.50236  0.04437
C  -1.74763  1.31773  0.26812
O  -1.05219  2.29977  0.39311
C  -1.33905  -0.08242  0.32116
C  0.09324  -0.48918  0.55771
C  1.13030  0.62776  0.57565
C  2.53842  0.01527  0.65394
O  2.85023  -0.72945  -0.50221
C  3.47203  0.15971  -1.40962
C  3.88923  1.36794  -0.54257
O  3.54095  0.98666  0.77178
H  -1.24717  -2.76909  -0.55943
H  -1.50309  -2.76117  1.17615
H  -2.85605  -3.11309  0.09113
H  -4.28446  -1.46814  -0.15628
H  -3.43021  2.46627  0.00420
H  0.14825  -1.03008  1.50937
H  0.38909  -1.19696  -0.22404
H  1.05386  1.22839  -0.32969
H  0.99337  1.28755  1.43045
H  2.61328  -0.65600  1.51951
H  2.77423  0.45386  -2.20249
H  4.32496  -0.35790  -1.85381
H  3.35304  2.27765  -0.83809
H  4.96336  1.55765  -0.56127

---

4.
Entry from the Open Molecules 2025 dataset: C10H14N2PSr as an isolated structure (the ωB97M-V functional and the def2-TZVPD basis).

Frontier orbital gap (eV): 3.1
Calculated total energy (Ha): -870.8920
LUMO energy (eV): 2.348
Net charge: -1
HOMO (eV): -0.735

Positions of all 28 atoms, in Å:
C  0.26596  0.23680  -2.90754
C  -0.64102  -0.41247  -3.79056
C  -0.20902  -1.75952  -3.96660
C  0.98795  -1.95009  -3.21648
C  1.29825  -0.73258  -2.54700
Sr  1.75555  1.80109  0.00249
P  -0.25771  3.88417  -0.77832
H  0.23082  1.28693  -2.59404
H  -1.51513  0.04434  -4.25117
H  -0.70378  -2.50980  -4.57945
H  2.17685  -0.54027  -1.91893
H  1.56516  -2.87163  -3.15442
H  -1.47095  4.17760  -0.06246
H  -0.81951  4.03843  -2.09517
H  0.28317  5.22126  -0.71704
N  -0.71840  -1.81459  4.50702
C  -0.42576  -1.12121  3.37668
C  -0.06965  -1.80508  2.18671
C  0.32226  -1.06689  1.08770
N  0.36817  0.29541  1.14005
C  -0.05544  0.96860  2.25151
C  -0.46217  0.29050  3.38534
H  -0.67594  -2.82427  4.53974
H  -0.94280  -1.33846  5.37047
H  -0.07751  -2.89806  2.14620
H  0.62714  -1.50163  0.13403
H  -0.06187  2.06693  2.17094
H  -0.77460  0.83450  4.28031

---

- Which of these has the highest calculated total energy?
  C10H14N2PSr

---

- The lowest calculated total energy belongs to which entry?
  C10H14MnN2P

---

Please write out number 4 again, unchanged.
Entry from the Open Molecules 2025 dataset: C10H14N2PSr as an isolated structure (the ωB97M-V functional and the def2-TZVPD basis).

Frontier orbital gap (eV): 3.1
Calculated total energy (Ha): -870.8920
LUMO energy (eV): 2.348
Net charge: -1
HOMO (eV): -0.735

Positions of all 28 atoms, in Å:
C  0.26596  0.23680  -2.90754
C  -0.64102  -0.41247  -3.79056
C  -0.20902  -1.75952  -3.96660
C  0.98795  -1.95009  -3.21648
C  1.29825  -0.73258  -2.54700
Sr  1.75555  1.80109  0.00249
P  -0.25771  3.88417  -0.77832
H  0.23082  1.28693  -2.59404
H  -1.51513  0.04434  -4.25117
H  -0.70378  -2.50980  -4.57945
H  2.17685  -0.54027  -1.91893
H  1.56516  -2.87163  -3.15442
H  -1.47095  4.17760  -0.06246
H  -0.81951  4.03843  -2.09517
H  0.28317  5.22126  -0.71704
N  -0.71840  -1.81459  4.50702
C  -0.42576  -1.12121  3.37668
C  -0.06965  -1.80508  2.18671
C  0.32226  -1.06689  1.08770
N  0.36817  0.29541  1.14005
C  -0.05544  0.96860  2.25151
C  -0.46217  0.29050  3.38534
H  -0.67594  -2.82427  4.53974
H  -0.94280  -1.33846  5.37047
H  -0.07751  -2.89806  2.14620
H  0.62714  -1.50163  0.13403
H  -0.06187  2.06693  2.17094
H  -0.77460  0.83450  4.28031

---

- What is the formula in the second record?
  C10H14MnN2P